# 1
9
Properties=species:S:1:pos:R:3 method="wB97M-V/def2-TZVPD" homo_lumo_gap_ev=9.48 multiplicity=1 homo_ev=-8.7 smiles=Sc1ncco1
H -1.6255 0.5709 -1.8888
H 2.4697 0.3288 1.9056
N 0.0284 -0.6923 0.7920
H -1.8757 -1.5628 0.0348
C -1.0902 -0.8179 -0.0219
C 0.6794 0.3099 0.3092
O 0.0820 0.8629 -0.7682
S 2.3137 0.8746 0.6790
C -0.9819 0.1260 -1.0417



# 2
9
Properties=species:S:1:pos:R:3 method="wB97M-V/def2-TZVPD" homo_lumo_gap_ev="7.17 / 7.17" multiplicity=1 homo_ev="-8.5 / -8.5"
N 0.2828 1.4708 -0.1493
H -1.3906 0.5053 0.6115
H 0.0186 -1.5080 -1.5058
O 1.3050 1.6536 -0.6733
C 0.7918 -1.9981 0.5064
H 1.0068 -2.3992 1.3917
C -0.8752 1.2854 0.1655
S -1.4965 2.8916 0.2688
C 0.3573 -1.9014 -0.6155



Computed values of ΔE to the lowest compared entry with this formula, charge and spin (unit: eV) for the preceding records, in sequence: 0.575; 6.723.
Computed values of electronic energy (unit: eV) for the preceding records, in sequence: -17531.3656; -17525.2175.